[1]
Below is a 2-piece molecular cluster, C4H8O2 overall, with properties calculated with wB97M-V/def2-TZVPD.

```
! RIJCOSX wB97M-V def2-TZVPD def2/J DEFGRID3
* xyz 0 1
O 0.0577 -1.9845 0.9723
C -0.7740 -1.6420 0.0319
C -1.0354 -0.1978 -0.0268
C 1.0388 0.2935 -0.0967
C 0.8106 1.7696 -0.0573
O 1.9011 1.2064 0.6001
H 0.7965 -0.6006 0.6253
H -0.6900 -2.1068 -0.9727
H -1.8976 -1.7387 0.2925
H -1.5138 0.2733 -0.8890
H -1.2244 0.2637 0.9399
H 1.4504 -0.0771 -1.0390
H 0.0424 2.2058 0.5824
H 1.0378 2.3351 -0.9629
*
```

Values from the calculation:
Kohn-Sham gap (alpha / beta) ... 8.694 / 8.695 eV
LUMO energy (alpha / beta) ... -0.43 / -0.43 eV

***

[2]
Below is C4H8O2 as an isolated structure, with properties calculated with wB97M-V/def2-TZVPD.

```
! RIJCOSX wB97M-V def2-TZVPD def2/J DEFGRID3
* xyz 0 1
O -1.8930 0.1957 1.9471
C -0.9786 -0.3908 1.0382
C 0.3029 0.3926 0.9900
C 0.9588 -1.0154 -2.1064
C 0.8619 0.8609 -0.1170
O 0.3199 0.5511 -1.3605
H -2.0736 1.0899 1.6306
H -1.4084 -0.4872 0.0318
H -0.7949 -1.4024 1.4138
H 0.7894 0.6041 1.9381
H -0.0268 -1.5200 -2.0472
H 1.4504 -1.3433 -1.1658
H 1.7804 1.4394 -0.1485
H 0.7219 1.0876 -2.0565
*
```

Values from the calculation:
Kohn-Sham gap ... 8.710 eV
LUMO energy ... 0.49 eV

***

ΔE to the lowest compared entry with this formula, charge and spin, record by record: 649.5 565.6 kJ/mol